{
  "formula": "C14H31ClGaNO6P",
  "method": "wB97M-V/def2-TZVPD",
  "e_tot_ha": -3784.58923,
  "spin_multiplicity": 1,
  "charge": -1,
  "symbols": ["C", "C", "C", "O", "Ga", "N", "C", "C", "C", "P", "O", "Cl", "H", "H", "H", "H", "H", "H", "H", "H", "H", "H", "H", "H", "H", "H", "H", "O", "C", "O", "C", "C", "C", "H", "H", "H", "H", "H", "H", "H", "H", "O", "C", "O", "C", "C", "C", "H", "H", "H", "H", "H", "H", "H", "H"],
  "positions_angstrom": [[-1.0434, -2.1926, -0.8558], [-1.8221, -2.0976, -2.2320], [-2.9591, -0.9815, -2.2842], [-3.1839, -0.3755, -1.0096], [-3.5355, 1.4829, -1.1192], [-5.3009, 1.7550, -0.3135], [-5.9303, 0.6369, -0.5272], [-5.9349, -0.5494, 0.5544], [-6.7577, 0.3784, -1.8725], [-1.8202, 2.6061, 0.0650], [-1.0590, 3.6092, -1.0999], [-0.3116, 1.1993, 0.6847], [-1.6838, -2.0750, 0.0616], [-0.6114, -3.2509, -0.8037], [-0.1527, -1.5024, -0.7780], [-2.2582, -3.0993, -2.5075], [-1.0482, -1.8046, -3.0159], [-2.7439, -0.1752, -3.0654], [-3.9260, -1.4830, -2.6461], [-3.5206, 2.0380, -2.6188], [-5.6239, -1.5343, 0.0750], [-5.1102, -0.2926, 1.2807], [-6.9593, -0.5977, 1.0260], [-7.8228, 0.7208, -1.6629], [-6.7408, -0.7275, -2.1240], [-6.3922, 1.0163, -2.7312], [-0.8082, 3.0345, -1.8522], [1.4852, -0.6126, -2.9085], [2.4625, -0.1670, -2.3623], [3.6879, -0.5885, -2.7255], [4.9088, 0.0142, -2.2790], [5.3447, -0.5552, -0.9441], [2.3353, 0.7912, -1.2087], [4.8240, 1.1033, -2.2623], [5.6587, -0.2250, -3.0350], [4.6142, -0.3494, -0.1600], [6.3044, -0.1326, -0.6405], [5.4428, -1.6413, -1.0083], [2.1798, 0.2266, -0.2886], [1.4729, 1.4322, -1.3828], [3.1909, 1.4539, -1.0923], [5.7001, 0.2807, 3.4354], [4.5383, 0.2010, 3.7543], [3.6531, -0.3759, 2.9310], [2.2985, -0.6941, 3.2943], [1.3830, 0.4952, 3.0915], [4.0462, 0.8266, 5.0321], [2.2503, -1.0937, 4.3106], [1.9893, -1.5031, 2.6307], [1.6665, 1.3354, 3.7293], [0.3495, 0.2270, 3.3132], [1.4406, 0.8481, 2.0602], [3.8431, 1.8842, 4.8565], [4.8287, 0.7328, 5.7860], [3.1614, 0.3477, 5.4451]],
  "forces_ev_per_a": [[0.4, -1.1, 0.0], [0.6, 0.9, -0.1], [-0.5, -0.1, 0.1], [0.1, 0.0, -1.2], [-0.3, -0.5, -0.3], [-0.7, -2.8, -0.7], [0.8, 1.4, 0.2], [0.5, 0.5, -0.9], [-0.3, 0.0, 0.8], [0.3, 1.6, 0.7], [0.0, -1.8, 0.2], [-1.0, 0.4, -0.8], [0.5, 0.1, -1.1], [-0.4, 1.3, 0.0], [-1.2, -0.5, -0.2], [0.5, 1.0, 0.3], [-0.9, -0.7, 0.9], [0.1, -1.1, 0.8], [1.0, 0.5, 0.4], [0.1, -0.1, 0.0], [-0.7, 1.2, 0.5], [-1.2, -0.2, -0.6], [1.1, -0.2, -0.3], [1.1, -0.6, -0.3], [-0.2, 1.3, 0.1], [-0.1, -0.8, 1.1], [-0.3, 0.6, 0.2], [0.6, 0.0, -0.1], [-0.7, 0.1, 0.4], [0.3, -0.2, -0.6], [0.0, -0.1, 0.3], [-0.1, 0.0, 0.1], [0.2, 0.6, -0.3], [-0.1, -0.1, 0.1], [-0.2, -0.1, -0.1], [0.1, 0.1, 0.0], [0.0, 0.0, 0.0], [0.1, 0.1, -0.1], [0.0, 0.1, -0.1], [-0.1, -0.3, 0.1], [0.1, -0.2, 0.1], [-0.4, -0.2, -0.1], [0.2, 0.4, 0.1], [0.3, -0.4, -0.3], [-0.4, 0.2, 0.1], [0.4, 0.0, 0.2], [0.0, -0.3, 0.6], [0.1, 0.1, 0.0], [0.3, 0.0, -0.1], [0.0, -0.1, 0.1], [0.0, 0.0, -0.1], [0.1, -0.2, 0.4], [0.0, -0.1, 0.0], [0.1, 0.2, -0.2], [-0.1, 0.2, -0.1]],
  "mulliken_charge": [-0.54, -0.35, -0.30, -0.40, 0.31, -0.41, 0.53, -0.98, -1.08, 0.09, -0.51, -0.26, 0.19, 0.34, -0.13, 0.35, 0.19, 0.25, 0.07, -0.34, 0.19, 0.23, 0.37, 0.35, 0.26, 0.25, 0.31, -0.53, 0.55, -0.37, -0.45, -0.63, -0.13, 0.38, 0.29, 0.02, 0.35, 0.29, -0.10, -0.01, 0.32, -0.59, 0.78, -0.40, -0.54, -0.51, -0.97, 0.41, 0.32, 0.21, 0.42, -0.01, 0.25, 0.32, 0.33]
}

{
  "formula": "C14H31F2OS",
  "method": "wB97M-V/def2-TZVPD",
  "e_tot_ha": -1224.89147,
  "spin_multiplicity": 1,
  "charge": 1,
  "symbols": ["C", "C", "C", "C", "C", "C", "C", "C", "C", "C", "C", "S", "F", "C", "C", "C", "F", "H", "H", "H", "H", "H", "H", "H", "H", "H", "H", "H", "H", "H", "H", "H", "H", "H", "H", "H", "H", "H", "H", "H", "H", "H", "H", "H", "H", "H", "O", "H", "H"],
  "positions_angstrom": [[2.9636, 1.3603, 1.1788], [2.1718, 2.6654, 1.1552], [1.2568, 2.7779, -0.0623], [0.0955, 1.7792, -0.0289], [-1.0616, 2.1803, -0.9363], [-2.3403, 1.3275, -0.8311], [-2.1646, -0.1664, -0.5118], [-2.0883, -0.4945, 1.0009], [-0.8457, -1.2629, 1.4653], [-0.9725, -2.7904, 1.3867], [-1.5668, -3.3684, 0.1021], [-0.4579, -3.6788, -1.2912], [-1.0942, -2.7651, -2.3977], [1.1146, -2.8617, -0.9697], [1.5731, -1.9642, -2.1271], [2.7837, -1.1366, -1.7022], [2.8327, -0.0187, -2.4991], [2.2853, 0.5047, 1.2620], [3.6472, 1.3199, 2.0258], [3.5414, 1.2481, 0.2582], [2.8598, 3.5122, 1.1799], [1.5625, 2.7235, 2.0630], [0.8627, 3.7942, -0.1365], [1.8504, 2.5927, -0.9631], [-0.2531, 1.6697, 1.0014], [0.4764, 0.8042, -0.3491], [-1.3310, 3.2079, -0.6829], [-0.7053, 2.2007, -1.9703], [-2.8812, 1.4125, -1.7756], [-2.9908, 1.7641, -0.0700], [-1.2783, -0.5493, -1.0299], [-3.0189, -0.6899, -0.9506], [-2.9734, -1.0746, 1.2839], [-2.1663, 0.4343, 1.5649], [-0.6528, -1.0248, 2.5129], [0.0372, -0.9163, 0.9289], [-1.6294, -3.1291, 2.1896], [-0.0095, -3.2667, 1.5917], [-1.9810, -4.3626, 0.2787], [-2.3607, -2.7491, -0.3227], [1.7962, -3.7072, -0.8547], [1.0651, -2.3111, -0.0350], [0.7938, -1.2601, -2.4092], [1.8148, -2.5684, -3.0008], [3.7178, -1.6845, -1.8313], [2.7048, -0.8129, -0.6606], [-2.2293, 3.3991, 2.0202], [-1.6402, 4.1597, 1.9759], [-3.1141, 3.7765, 1.9735]],
  "forces_ev_per_a": [[-0.1, 0.0, 0.0], [0.0, -0.1, 0.0], [0.0, -0.2, 0.0], [0.1, 0.0, 0.0], [0.0, 0.0, 0.1], [0.1, 0.0, -0.1], [0.0, 0.0, 0.1], [0.0, -0.1, -0.1], [-0.1, -0.1, 0.1], [0.2, 0.1, 0.0], [-0.1, -0.1, 0.2], [0.1, -0.1, -0.1], [-0.1, 0.1, 0.0], [0.2, 0.1, -0.1], [-0.1, -0.1, 0.0], [0.0, -0.2, 0.2], [0.0, 0.2, -0.1], [0.0, 0.0, 0.0], [0.0, 0.0, 0.0], [0.1, 0.0, 0.0], [0.0, 0.0, 0.0], [0.0, 0.1, 0.0], [0.0, 0.0, 0.0], [0.0, 0.2, -0.1], [-0.1, 0.0, 0.0], [0.0, -0.1, 0.1], [0.0, 0.0, -0.1], [0.0, 0.0, 0.0], [0.0, 0.0, 0.0], [0.0, -0.1, 0.0], [0.1, 0.0, 0.0], [0.0, 0.0, 0.0], [0.0, 0.0, 0.1], [0.1, 0.0, 0.0], [0.0, 0.0, 0.0], [0.0, 0.1, -0.1], [-0.1, 0.0, -0.1], [0.0, 0.0, 0.1], [0.0, 0.0, 0.0], [0.1, 0.0, 0.0], [0.0, 0.0, 0.1], [-0.1, 0.0, 0.0], [-0.1, 0.1, 0.1], [-0.1, 0.0, -0.1], [0.0, 0.0, 0.0], [0.0, 0.0, 0.0], [0.0, 0.0, -0.1], [0.0, 0.0, 0.0], [0.0, 0.0, 0.0]],
  "nbo_charge": [-0.61, -0.39, -0.39, -0.40, -0.39, -0.40, -0.40, -0.43, -0.40, -0.42, -0.59, 1.30, -0.42, -0.60, -0.45, 0.06, -0.34, 0.18, 0.22, 0.20, 0.21, 0.19, 0.20, 0.20, 0.20, 0.17, 0.21, 0.20, 0.21, 0.21, 0.17, 0.20, 0.20, 0.25, 0.24, 0.19, 0.25, 0.22, 0.27, 0.29, 0.27, 0.27, 0.25, 0.24, 0.18, 0.17, -0.95, 0.48, 0.48]
}

{
  "formula": "C14H31N5NaO4P2",
  "method": "wB97M-V/def2-TZVPD",
  "e_tot_ha": -1971.89177,
  "spin_multiplicity": 1,
  "charge": 1,
  "relative_energy_ev": 0.000,
  "symbols": ["Na", "C", "N", "C", "P", "O", "O", "P", "O", "N", "C", "C", "N", "C", "C", "N", "C", "C", "H", "H", "H", "H", "H", "H", "H", "H", "H", "H", "H", "H", "H", "H", "H", "H", "H", "H", "H", "H", "H", "H", "H", "H", "O", "C", "C", "C", "C", "C", "C", "N", "H", "H", "H", "H", "H", "H", "H"],
  "positions_angstrom": [[1.6414, 0.2880, -0.5631], [-2.8289, 2.5343, -0.7919], [-2.4818, 1.1275, -0.5922], [-2.4839, 0.3485, -1.8275], [-1.3768, 0.8076, 0.5907], [0.0053, 1.3142, 0.4257], [-1.4295, -0.8064, 0.6482], [-0.5328, -2.0504, 0.1550], [0.6391, -1.6364, -0.6515], [-0.2544, -2.7941, 1.6027], [0.2584, -2.0207, 2.7279], [0.2639, -4.1594, 1.5408], [-1.5548, -3.0064, -0.6807], [-1.2404, -3.5239, -2.0041], [-2.7758, -3.5054, -0.0607], [-2.0594, 1.3340, 1.9751], [-3.3956, 0.8996, 2.3612], [-1.2409, 1.8827, 3.0515], [-3.8323, 2.5962, -1.2145], [-2.1335, 3.0354, -1.4722], [-2.8217, 3.0577, 0.1620], [-3.4570, 0.4634, -2.3061], [-2.3313, -0.7074, -1.6168], [-1.7157, 0.6854, -2.5319], [-0.1970, -1.0329, 2.7456], [1.3466, -1.9039, 2.6880], [0.0006, -2.5337, 3.6550], [-0.1600, -4.6800, 0.6837], [-0.0216, -4.6923, 2.4481], [1.3545, -4.1821, 1.4520], [-0.3295, -3.0598, -2.3716], [-2.0573, -3.3011, -2.6948], [-1.1025, -4.6082, -1.9786], [-2.9589, -2.9848, 0.8762], [-2.7084, -4.5778, 0.1421], [-3.6250, -3.3360, -0.7261], [-3.9449, 0.5646, 1.4845], [-3.9354, 1.7327, 2.8143], [-3.3549, 0.0827, 3.0879], [-0.2748, 2.1852, 2.6581], [-1.0924, 1.1525, 3.8526], [-1.7388, 2.7562, 3.4755], [3.6145, -0.3468, -1.5363], [4.5917, 0.5628, -2.0231], [4.2197, 1.9781, -1.6462], [5.1030, 3.0160, -1.9169], [4.7380, 4.3057, -1.5805], [3.5050, 4.5206, -0.9793], [2.6936, 3.4283, -0.7431], [3.0381, 2.1788, -1.0707], [3.8190, -1.2246, -1.8724], [4.6673, 0.5004, -3.1131], [5.5759, 0.3334, -1.6047], [6.0589, 2.8117, -2.3823], [5.4055, 5.1330, -1.7810], [3.1839, 5.5135, -0.6985], [1.7240, 3.5433, -0.2720]],
  "forces_ev_per_a": [[0.4, 0.2, -0.2], [0.0, 0.0, 0.0], [0.2, -0.1, 0.1], [0.0, 0.0, 0.0], [-0.4, 0.1, 0.0], [-0.1, 0.0, 0.1], [0.0, 0.1, 0.0], [-0.1, -0.2, 0.2], [-0.2, 0.0, 0.0], [-0.1, 0.1, -0.2], [0.0, 0.0, 0.0], [0.0, 0.0, 0.0], [0.1, 0.1, 0.1], [0.0, 0.0, 0.0], [0.0, 0.0, -0.1], [0.1, 0.0, -0.1], [0.0, 0.0, 0.0], [0.0, 0.0, 0.0], [0.0, 0.0, 0.0], [0.0, 0.0, 0.0], [0.0, 0.0, 0.0], [0.0, 0.0, 0.0], [0.0, 0.0, 0.0], [0.0, 0.0, 0.0], [0.0, 0.0, 0.0], [0.0, 0.0, 0.0], [0.0, 0.0, 0.0], [0.0, 0.0, 0.0], [0.0, 0.0, 0.0], [0.0, 0.0, 0.0], [0.0, 0.0, 0.0], [0.0, 0.0, 0.0], [0.0, 0.0, 0.0], [0.0, 0.0, 0.0], [0.0, 0.0, 0.0], [0.0, 0.0, 0.0], [0.0, 0.0, 0.0], [0.0, 0.0, 0.0], [0.0, 0.0, 0.0], [0.0, 0.0, 0.0], [0.0, 0.0, 0.0], [0.0, 0.0, 0.0], [0.1, 0.0, -0.1], [0.0, 0.1, 0.0], [-0.1, 0.0, 0.0], [0.0, 0.0, 0.0], [0.0, 0.0, 0.0], [0.0, 0.0, 0.0], [0.0, 0.0, 0.0], [0.0, 0.0, 0.0], [0.0, 0.0, 0.0], [0.0, 0.0, 0.0], [0.0, 0.0, 0.0], [0.0, 0.0, 0.0], [0.0, 0.0, 0.0], [0.0, 0.0, 0.0], [0.0, 0.0, 0.0]],
  "nbo_charge": [0.94, -0.41, -0.80, -0.41, 2.51, -1.17, -1.12, 2.51, -1.17, -0.80, -0.41, -0.41, -0.82, -0.40, -0.41, -0.81, -0.41, -0.41, 0.21, 0.19, 0.22, 0.21, 0.21, 0.19, 0.21, 0.19, 0.21, 0.21, 0.21, 0.19, 0.24, 0.20, 0.19, 0.22, 0.20, 0.20, 0.22, 0.21, 0.19, 0.23, 0.19, 0.20, -0.75, -0.10, 0.19, -0.24, -0.14, -0.25, 0.05, -0.50, 0.49, 0.19, 0.19, 0.23, 0.23, 0.23, 0.21]
}

{
  "formula": "C14H31O3P",
  "method": "wB97M-V/def2-TZVPD",
  "e_tot_ha": -1119.11235,
  "spin_multiplicity": 1,
  "smiles": "CCCCOCP(=O)(CCCC)COCCCC",
  "charge": 0,
  "relative_energy_ev": 0.172,
  "symbols": ["C", "C", "C", "C", "O", "C", "H", "H", "H", "H", "H", "H", "H", "H", "H", "H", "H", "P", "O", "C", "C", "C", "C", "H", "H", "H", "H", "H", "H", "H", "H", "H", "C", "O", "C", "C", "C", "C", "H", "H", "H", "H", "H", "H", "H", "H", "H", "H", "H"],
  "positions_angstrom": [[4.3360, -3.3163, 0.6709], [3.2371, -3.2451, 1.7248], [1.8324, -3.2141, 1.1253], [1.5519, -1.9424, 0.3336], [0.1778, -1.9317, -0.0152], [-0.2134, -0.7659, -0.6783], [-1.2379, -0.9258, -1.0177], [0.4244, -0.5544, -1.5496], [2.1561, -1.9031, -0.5836], [1.7916, -1.0568, 0.9365], [1.0933, -3.2761, 1.9268], [1.6849, -4.0763, 0.4728], [3.3134, -4.1184, 2.3766], [3.3848, -2.3560, 2.3416], [4.3579, -2.4107, 0.0711], [5.3070, -3.4304, 1.1474], [4.1762, -4.1661, 0.0109], [-0.1372, 0.7450, 0.4137], [1.1735, 1.4080, 0.4577], [-0.7688, 0.2484, 2.0719], [-1.9944, -0.6544, 2.0533], [-2.4773, -0.9696, 3.4683], [-3.6916, -1.8901, 3.4549], [-3.4510, -2.8291, 2.9617], [-4.0182, -2.1080, 4.4689], [-4.5179, -1.4254, 2.9212], [-2.7312, -0.0389, 3.9819], [-1.6680, -1.4451, 4.0271], [-2.8020, -0.1708, 1.4994], [-1.7444, -1.5851, 1.5420], [0.0638, -0.2403, 2.5838], [-0.9713, 1.1832, 2.6060], [-1.4157, 1.8508, -0.3486], [-1.0013, 1.8022, -1.6864], [-1.5113, 2.8380, -2.5037], [-0.8422, 2.7426, -3.8706], [0.6633, 3.0060, -3.8029], [1.0021, 4.4788, -3.6069], [0.6258, 4.8438, -2.6550], [2.0801, 4.6191, -3.6160], [0.5700, 5.0817, -4.4038], [1.1199, 2.6587, -4.7322], [1.0796, 2.4214, -2.9817], [-1.0139, 1.7354, -4.2542], [-1.3194, 3.4550, -4.5464], [-1.3104, 3.8132, -2.0385], [-2.6034, 2.7276, -2.6032], [-2.4589, 1.5291, -0.2329], [-1.3016, 2.8587, 0.0771]],
  "forces_ev_per_a": [[-0.1, 0.0, 0.2], [-0.1, -0.1, -0.2], [0.0, 0.3, -0.1], [0.2, -0.3, 0.2], [0.0, -0.3, 0.2], [-0.1, 0.5, 0.1], [0.0, 0.1, -0.1], [-0.1, 0.0, 0.1], [0.0, 0.1, 0.1], [0.1, 0.0, -0.1], [-0.1, 0.0, 0.0], [0.0, -0.1, 0.0], [0.0, 0.1, 0.1], [0.0, 0.0, 0.1], [0.1, 0.1, -0.1], [0.1, 0.0, 0.0], [0.0, -0.1, -0.1], [-1.2, -0.3, 0.3], [0.9, 0.3, 0.1], [0.2, 0.1, -0.7], [0.1, 0.0, 0.3], [-0.2, -0.1, -0.3], [0.2, 0.1, 0.1], [0.0, -0.1, -0.1], [-0.1, -0.1, 0.1], [-0.1, 0.0, -0.1], [0.1, 0.0, 0.1], [0.1, 0.1, 0.0], [-0.1, 0.0, -0.1], [-0.1, 0.0, -0.1], [0.0, 0.0, 0.0], [0.1, 0.0, 0.0], [0.4, -0.3, 0.3], [-0.1, 0.2, -0.5], [-0.2, 0.1, -0.4], [0.1, -0.1, 0.4], [-0.2, 0.1, -0.1], [0.0, -0.2, 0.0], [0.0, 0.1, 0.1], [0.1, 0.1, 0.0], [0.0, 0.1, -0.1], [0.0, -0.1, 0.0], [0.1, -0.1, -0.1], [-0.1, 0.0, -0.1], [-0.1, 0.0, -0.1], [0.0, -0.1, 0.0], [0.1, 0.0, 0.0], [0.0, -0.1, 0.1], [0.0, -0.1, 0.0]],
  "nbo_charge": [-0.61, -0.39, -0.41, -0.07, -0.54, -0.40, 0.22, 0.21, 0.17, 0.18, 0.21, 0.20, 0.20, 0.20, 0.20, 0.21, 0.20, 1.88, -1.10, -0.77, -0.41, -0.39, -0.60, 0.20, 0.21, 0.20, 0.19, 0.20, 0.19, 0.22, 0.24, 0.24, -0.41, -0.56, -0.05, -0.41, -0.40, -0.61, 0.20, 0.21, 0.20, 0.20, 0.22, 0.21, 0.20, 0.17, 0.17, 0.19, 0.20]
}

What did we get for lowest unoccupied orbital energy? Answer: 2.4, -4.5, -2.0, 0.8 eV, in the order shown.